Entry 1:
A molecular structure, C9H17O2Si. Source: the OMol25 dataset; level of theory: ωB97M-V/def2-TZVPD.

Computed properties:
- E_HOMO (eV) = -3.133
- E (eV) = -21580.759
- Kohn-Sham gap (eV) = 6.5
- relative energy (zero: lowest compared OMol25 entry of this formula, charge and spin) (kJ/mol) = 251.0

Structure (ORCA input):
```
! wB97M-V def2-TZVPD RIJCOSX def2/J DEFGRID3
* xyz -1 1
C 3.00 -0.14 0.32
C 4.11 0.43 0.04
C 1.73 -0.54 0.26
C 4.28 1.43 -1.11
C 5.51 0.01 0.59
C -5.34 -0.74 0.32
C -4.08 0.06 0.34
C -3.03 -0.16 -0.81
C -1.59 0.30 -0.53
O 1.18 -1.23 -0.69
O 0.77 -0.07 1.14
Si -0.63 -0.70 0.67
H 4.51 0.94 -2.12
H 5.19 2.13 -0.82
H 3.44 2.12 -1.10
H 5.33 -0.57 1.46
H 6.07 1.02 0.82
H 6.06 -0.55 -0.18
H -5.18 -1.67 -0.04
H -5.58 -0.99 1.37
H -6.26 -0.28 -0.05
H -3.46 -0.17 1.23
H -4.42 1.11 0.37
H -3.00 -1.23 -0.98
H -3.52 0.32 -1.68
H -1.71 1.26 -0.01
H -1.04 0.42 -1.45
H -1.45 -0.36 1.99
H -0.90 -2.13 0.68
*
```

***

Entry 2:
A molecular structure, C9H18AlN2O3. Source: the OMol25 dataset; level of theory: ωB97M-V/def2-TZVPD.

Computed properties:
- E_HOMO (eV) = -19.967
- E (eV) = -25305.669
- Kohn-Sham gap (eV) = 3.3

Structure (ORCA input):
```
! wB97M-V def2-TZVPD RIJCOSX def2/J DEFGRID3
* xyz 3 1
C -2.62 0.15 -1.96
C -2.07 -1.03 -2.83
O -0.67 -1.01 -3.08
C 0.14 -0.85 -1.97
C 0.74 0.62 -2.09
C 1.66 1.03 -0.89
O 2.66 0.51 -0.65
O 1.25 2.13 -0.10
C 0.29 1.74 0.86
N -0.57 2.79 1.28
C 1.12 1.04 2.10
C 0.69 -0.45 2.23
C 1.79 -1.60 2.28
N -0.52 -0.77 2.32
H -3.73 0.06 -1.90
H -2.41 1.15 -2.41
H -2.26 0.12 -0.91
H -2.55 -0.94 -3.83
H -2.42 -2.01 -2.41
H -0.34 -1.07 -1.00
H 0.98 -1.59 -2.08
H 1.31 0.67 -3.04
H -0.11 1.33 -2.15
H -0.35 0.94 0.41
H -0.17 3.37 2.03
H -1.43 2.33 1.61
H 0.86 1.54 3.06
H 2.22 1.12 1.98
H 2.78 -1.20 2.57
H 1.44 -2.33 3.11
H 1.82 -2.18 1.34
H -0.61 -1.79 2.40
Al 1.05 -3.87 3.75
*
```

***

Entry 3:
A molecular structure, C9H18AsS8W. Source: the OMol25 dataset; level of theory: ωB97M-V/def2-TZVPD.

Computed properties:
- E_HOMO (alpha / beta) (eV) = -10.371 / -10.373
- E (eV) = -158965.400
- Kohn-Sham gap (alpha / beta) (eV) = 6.1 / 6.1
- relative energy (zero: lowest compared OMol25 entry of this formula, charge and spin) (kJ/mol) = 0.0

Structure (ORCA input):
```
! wB97M-V def2-TZVPD RIJCOSX def2/J DEFGRID3
* xyz 1 1
W 0.75 0.26 -1.10
C 0.30 1.69 2.00
C 1.78 1.45 2.22
S 2.43 0.36 0.96
C 2.27 -1.28 1.66
C 0.90 -1.70 1.98
S -0.08 -1.67 0.38
C -1.76 -1.26 0.84
C -2.58 -1.01 -0.39
S -1.80 0.07 -1.69
C -2.40 1.67 -1.15
C -1.82 2.06 0.20
S 0.01 2.20 0.25
H -0.14 2.43 2.76
H -0.28 0.74 2.14
H 2.03 1.02 3.27
H 2.39 2.33 2.14
H 2.86 -1.40 2.62
H 2.76 -1.96 0.97
H 0.44 -1.13 2.70
H 0.82 -2.76 2.13
H -1.77 -0.60 1.64
H -2.13 -2.18 1.27
H -3.48 -0.55 -0.02
H -2.89 -1.89 -0.92
H -3.55 1.82 -1.24
H -2.02 2.29 -1.99
H -1.99 1.33 0.95
H -2.27 3.00 0.54
S 0.91 -1.57 -4.10
As 2.17 0.26 -4.04
S 2.89 -0.18 -1.91
S 0.61 1.50 -3.02
S 3.43 0.99 -5.52
C 0.54 -1.69 -2.33
H -0.49 -2.22 -2.37
H 1.18 -2.41 -1.86
*
```

***

Entry 4:
C9H18Br2NPS in the gas phase. Source: the OMol25 dataset; level of theory: ωB97M-V/def2-TZVPD.

Computed properties:
- E_HOMO (eV) = -8.366
- E (eV) = -171323.397
- Kohn-Sham gap (eV) = 9.0
- SMILES string = CCCNP(CCCS)/C(Br)=C(\C)Br

Structure (ORCA input):
```
! wB97M-V def2-TZVPD RIJCOSX def2/J DEFGRID3
* xyz 0 1
C 3.24 0.24 1.54
C 3.23 -0.88 0.50
C 1.85 -1.19 -0.07
N 1.14 0.03 -0.52
P 0.17 -0.22 -1.95
C -1.41 -0.91 -1.22
C -1.48 -1.24 0.28
C -2.91 -1.25 0.83
S -3.18 -0.21 2.30
C -0.27 1.54 -2.26
Br 0.33 2.08 -3.98
C -0.92 2.37 -1.46
C -1.41 2.03 -0.08
Br -1.33 4.15 -1.98
H 2.80 1.16 1.16
H 4.26 0.46 1.85
H 2.67 -0.05 2.42
H 3.58 -1.80 0.98
H 3.93 -0.67 -0.31
H 1.96 -1.90 -0.91
H 1.25 -1.69 0.69
H 1.85 0.71 -0.80
H -1.61 -1.81 -1.80
H -2.20 -0.20 -1.48
H -0.86 -0.54 0.85
H -1.05 -2.23 0.44
H -3.62 -0.87 0.09
H -3.23 -2.26 1.08
H -2.17 -0.71 3.02
H -1.46 2.93 0.53
H -0.73 1.32 0.39
H -2.41 1.60 -0.12
*
```

***

Entry 5:
A molecular structure, C9H18CeCl2N2O2P. Source: the OMol25 dataset; level of theory: ωB97M-V/def2-TZVPD.

Computed properties:
- E_HOMO (alpha / beta) (eV) = -19.243 / -19.242
- E (eV) = -63931.746
- Kohn-Sham gap (alpha / beta) (eV) = 4.4 / 4.5
- relative energy (zero: lowest compared OMol25 entry of this formula, charge and spin) (kJ/mol) = 362.7

Structure (ORCA input):
```
! wB97M-V def2-TZVPD RIJCOSX def2/J DEFGRID3
* xyz 3 1
C 0.54 -3.06 -1.76
C -0.02 -1.76 -1.31
H -0.27 -3.74 -2.05
H 1.12 -3.52 -0.95
H 1.20 -2.92 -2.61
O -0.87 -1.67 -0.39
Cl 2.73 -0.56 -0.70
Ce 0.49 0.28 0.17
P -0.01 0.61 -2.72
C -1.54 1.27 -3.47
C 1.08 2.06 -3.10
H 1.51 -0.87 -3.87
H 0.51 0.10 -4.99
H -0.21 -1.32 -4.18
C 0.50 -0.49 -4.07
H 2.06 1.94 -2.62
H 1.22 2.16 -4.19
H -1.35 1.48 -4.53
H -1.83 2.20 -2.96
H 0.62 2.99 -2.73
H -2.35 0.53 -3.39
C -2.06 1.10 -0.46
O -3.20 1.16 -0.58
Cl 0.66 2.82 0.44
C 1.02 0.61 5.60
N -0.03 -0.16 4.88
C -1.18 -0.68 5.65
C 0.03 -0.30 3.60
N 0.18 -0.25 2.43
H 0.78 0.54 6.67
H 1.02 1.66 5.29
H 2.01 0.17 5.40
H -2.11 -0.17 5.35
H -1.29 -1.75 5.46
H -0.96 -0.49 6.70
*
```

***

Entry 6:
A molecular structure, C9H18Cl3FeO3. Source: the OMol25 dataset; level of theory: ωB97M-V/def2-TZVPD.

Computed properties:
- E_HOMO (alpha / beta) (eV) = -9.076 / -8.810
- E (eV) = -87724.550
- Kohn-Sham gap (alpha / beta) (eV) = 9.5 / 7.5
- relative energy (zero: lowest compared OMol25 entry of this formula, charge and spin) (kJ/mol) = 36.2
- ⟨S²⟩ = 8.76

Structure (ORCA input):
```
! wB97M-V def2-TZVPD RIJCOSX def2/J DEFGRID3
* xyz 0 6
Fe 0.36 0.75 -1.07
Cl 0.90 2.27 -2.81
Cl 1.93 -1.02 -1.38
Cl -1.37 2.15 -0.19
C -2.44 -1.01 1.55
C -0.97 -0.72 1.76
O -0.19 -0.47 0.88
C -0.46 -0.87 3.16
H -2.94 -0.36 0.84
H -3.04 -0.87 2.45
H -2.51 -2.07 1.28
H -1.23 -0.91 3.92
H 0.30 -0.11 3.34
H 0.11 -1.81 3.18
C -3.00 -0.96 -3.16
C -1.76 -1.23 -2.39
O -1.05 -0.31 -2.02
C -1.37 -2.65 -2.12
H -3.08 -1.73 -3.94
H -3.01 0.04 -3.58
H -3.83 -1.13 -2.47
H -1.05 -3.11 -3.06
H -2.31 -3.11 -1.77
H -0.62 -2.80 -1.35
C 3.08 3.49 0.84
C 2.77 2.04 0.67
O 1.71 1.69 0.22
C 3.74 0.99 1.09
H 4.13 3.68 1.07
H 2.44 4.03 1.54
H 2.88 3.99 -0.11
H 4.60 1.36 1.65
H 4.10 0.43 0.23
H 3.18 0.33 1.76
*
```

***

Entry 7:
A molecular structure, C9H18ClCr2O9. Source: the OMol25 dataset; level of theory: ωB97M-V/def2-TZVPD.

Computed properties:
- E_HOMO (alpha / beta) (eV) = -14.743 / -16.631
- E (eV) = -97401.340
- Kohn-Sham gap (alpha / beta) (eV) = 6.6 / 9.5
- ⟨S²⟩ = 24.76

Structure (ORCA input):
```
! wB97M-V def2-TZVPD RIJCOSX def2/J DEFGRID3
* xyz 2 10
Cr -0.84 -2.14 4.23
Cr -0.31 1.22 0.40
Cl -0.65 -0.57 2.32
C -0.10 -2.17 -3.65
O 0.03 -1.13 -2.72
C 0.56 -1.37 -1.43
O 0.72 -0.41 -0.65
O 0.77 -2.69 -1.09
C 1.23 -3.07 0.20
H -0.82 -2.91 -3.30
H 0.82 -2.72 -3.83
H -0.43 -1.76 -4.60
H 0.62 -2.51 0.90
H 2.27 -2.80 0.40
H 0.95 -4.11 0.35
C -3.40 2.79 -1.87
O -4.04 1.56 -1.42
C -3.28 0.58 -0.91
O -2.17 0.76 -0.45
O -4.07 -0.44 -0.64
C -3.54 -1.59 -0.10
H -4.03 3.41 -2.50
H -2.52 2.48 -2.45
H -3.15 3.33 -0.96
H -4.35 -2.26 0.20
H -2.89 -1.44 0.76
H -2.97 -2.17 -0.83
C 2.98 -0.45 2.32
O 3.49 0.86 2.66
C 2.71 1.87 2.16
O 1.73 1.74 1.48
O 3.30 3.02 2.53
C 3.19 4.16 1.64
H 3.78 -1.09 2.68
H 2.87 -0.67 1.26
H 2.05 -0.61 2.87
H 3.79 4.02 0.74
H 3.56 5.13 1.96
H 2.14 4.16 1.35
*
```

***

Entry 8:
2 unconnected molecules or ions with the total composition C9H18ClNO4. Source: the OMol25 dataset; level of theory: ωB97M-V/def2-TZVPD.

Computed properties:
- E_HOMO (alpha / beta) (eV) = -6.429 / -9.167
- E (eV) = -31818.347
- Kohn-Sham gap (alpha / beta) (eV) = 7.1 / 6.3
- ⟨S²⟩ = 2.01

Structure (ORCA input):
```
! wB97M-V def2-TZVPD RIJCOSX def2/J DEFGRID3
* xyz 0 3
C -2.73 1.37 -1.04
C -3.84 1.14 1.27
C 3.82 0.16 0.76
C 2.86 -0.80 -1.56
C -2.89 0.61 0.21
C 2.91 -0.87 0.03
C -3.24 -0.81 -0.28
C 1.47 -0.64 0.61
C 0.63 -1.91 0.30
N -0.15 -1.95 -0.71
O -0.76 -3.19 -0.96
O -0.42 -1.05 -1.53
O -2.96 -1.88 0.23
O 0.95 0.50 0.15
Cl 0.65 -3.20 1.41
H -2.16 0.92 -1.81
H -3.78 1.46 -1.48
H -2.53 2.43 -0.85
H -4.20 0.27 1.86
H -3.33 1.86 1.94
H -4.69 1.58 0.80
H 3.51 1.19 0.93
H 4.07 -0.34 1.81
H 4.80 0.01 0.28
H 1.86 -0.31 -1.71
H 2.74 -1.95 -1.79
H 3.74 -0.43 -2.13
H -1.82 0.46 0.74
H 3.33 -1.85 0.29
H -3.96 -0.65 -1.12
H 1.48 -0.52 1.65
H -1.78 -3.12 -0.75
H 0.38 0.23 -0.72
*
```

***

Which formula does entry 1 have? C9H17O2Si